Entry from the OMol25 dataset: a cluster of 9 separate species, C68H70BrNO37 in total in a non-equilibrium geometry (ωB97M-V/def2-TZVPD).

The geometry in XYZ format:
```
177
Properties=species:S:1:pos:R:3
C 11.438 -2.213 0.992
C 10.854 -0.896 1.388
O 11.161 -0.308 2.424
O 9.938 -0.431 0.513
C 8.988 0.490 1.068
C 7.724 0.462 0.205
C 6.489 0.561 1.084
C 5.217 0.981 0.358
C 5.355 2.256 -0.482
C 4.138 3.158 -0.354
C 3.050 2.835 -1.389
C 1.841 2.271 -0.694
O 1.065 1.424 -1.561
C -0.162 1.891 -1.852
O -0.412 3.066 -2.088
N -1.128 0.849 -1.876
C -0.974 0.120 -3.158
C 0.233 -0.831 -3.162
C -0.193 -2.290 -3.021
Br 1.125 -0.616 -4.878
O -2.382 1.494 -1.851
C -3.407 0.599 -1.478
C -3.192 -0.031 -0.104
C -2.378 -1.329 -0.235
C -4.506 -0.338 0.624
C -4.217 -0.696 2.109
C -5.512 0.802 0.618
H 12.205 -2.459 1.704
H 10.685 -2.985 0.931
H 11.892 -2.136 0.009
H 8.740 0.235 2.090
H 9.411 1.486 1.078
H 7.755 -0.466 -0.350
H 7.799 1.283 -0.493
H 6.328 -0.426 1.511
H 6.678 1.218 1.928
H 4.879 0.169 -0.277
H 4.436 1.137 1.096
H 5.448 1.968 -1.524
H 6.267 2.781 -0.226
H 3.723 3.074 0.647
H 4.440 4.193 -0.453
H 3.441 2.096 -2.078
H 2.804 3.725 -1.953
H 2.211 1.621 0.092
H 1.245 3.034 -0.214
H -0.889 0.852 -3.952
H -1.851 -0.465 -3.390
H 0.889 -0.625 -2.333
H -1.127 -2.490 -3.525
H 0.593 -2.929 -3.399
H -0.291 -2.495 -1.961
H -4.310 1.188 -1.523
H -3.548 -0.195 -2.210
H -2.658 0.705 0.491
H -2.715 -2.121 0.415
H -1.327 -1.103 -0.110
H -2.486 -1.708 -1.246
H -4.927 -1.231 0.169
H -4.124 -1.755 2.278
H -5.058 -0.334 2.687
H -3.337 -0.147 2.424
H -5.112 1.686 1.097
H -6.390 0.489 1.170
H -5.875 1.040 -0.373
O -1.520 1.176 -6.105
C -1.567 2.330 -6.480
C -2.809 3.073 -6.628
C -2.776 4.336 -7.061
O -3.880 5.067 -7.222
C -1.495 5.032 -7.406
O -1.561 6.178 -7.810
C -0.252 4.303 -7.232
C -0.270 3.034 -6.796
O 0.846 2.342 -6.612
H -3.743 2.580 -6.380
H -3.582 5.937 -7.547
H 0.669 4.820 -7.463
H 0.627 1.442 -6.295
O -3.036 3.708 -0.451
C -3.659 4.707 -0.734
C -4.090 5.724 0.211
C -4.800 6.771 -0.227
O -5.232 7.740 0.568
C -5.173 6.931 -1.678
O -5.836 7.905 -1.983
C -4.719 5.929 -2.624
C -4.001 4.882 -2.189
O -3.537 3.934 -2.986
H -3.822 5.596 1.251
H -5.717 8.361 -0.008
H -4.974 6.067 -3.665
H -3.022 3.307 -2.426
O 0.832 -7.441 3.388
C 0.164 -6.445 3.193
C -0.140 -5.455 4.214
C -0.900 -4.398 3.900
O -1.219 -3.451 4.776
C -1.458 -4.195 2.521
O -2.150 -3.213 2.326
C -1.135 -5.171 1.494
C -0.373 -6.229 1.803
O -0.035 -7.158 0.923
H 0.263 -5.608 5.206
H -1.774 -2.811 4.293
H -1.528 -5.007 0.500
H 0.513 -7.803 1.410
O -10.660 1.459 -5.535
C -9.464 1.531 -5.759
C -8.832 2.628 -6.464
C -7.507 2.612 -6.672
O -6.877 3.588 -7.302
C -6.646 1.470 -6.192
O -5.454 1.511 -6.433
C -7.278 0.387 -5.467
C -8.601 0.410 -5.257
O -9.244 -0.541 -4.599
H -9.459 3.440 -6.807
H -5.928 3.362 -7.323
H -6.649 -0.417 -5.112
H -10.183 -0.278 -4.586
O 1.521 -5.113 12.262
C 1.474 -5.411 11.084
C 2.387 -6.344 10.446
C 2.267 -6.598 9.137
O 3.060 -7.436 8.487
C 1.210 -5.940 8.294
O 1.183 -6.215 7.109
C 0.284 -5.025 8.933
C 0.401 -4.772 10.244
O -0.405 -3.951 10.897
H 3.144 -6.809 11.061
H 2.760 -7.434 7.558
H -0.482 -4.570 8.319
H -0.097 -3.950 11.823
O -10.542 3.117 -3.415
C -11.055 4.209 -3.264
C -10.895 5.018 -2.067
C -11.499 6.211 -1.986
O -11.396 7.005 -0.931
C -12.351 6.748 -3.103
O -12.877 7.833 -2.938
C -12.499 5.948 -4.304
C -11.897 4.752 -4.391
O -12.007 3.973 -5.455
H -10.279 4.624 -1.272
H -11.929 7.796 -1.136
H -13.106 6.349 -5.102
H -11.516 3.136 -5.279
O 14.093 -3.748 8.615
C 13.881 -3.769 7.418
C 14.284 -4.859 6.545
C 14.021 -4.788 5.234
O 14.355 -5.741 4.375
C 13.318 -3.606 4.628
O 13.130 -3.610 3.426
C 12.896 -2.526 5.501
C 13.156 -2.598 6.813
O 12.803 -1.655 7.674
H 14.791 -5.702 6.992
H 14.052 -5.435 3.501
H 12.377 -1.689 5.052
H 13.114 -1.956 8.548
O 1.442 -5.463 1.865
C 1.832 -4.465 1.291
C 0.949 -3.438 0.764
C 1.472 -2.379 0.133
O 0.739 -1.393 -0.370
C 2.954 -2.216 -0.056
O 3.329 -1.230 -0.661
C 3.839 -3.228 0.489
C 3.318 -4.287 1.125
O 4.058 -5.250 1.650
H -0.115 -3.565 0.903
H 1.371 -0.758 -0.762
H 4.904 -3.092 0.361
H 3.433 -5.888 2.043
```

Summary:
SMILES   CC(=O)OCCCCCCCCOC(=O)N(C[C@@H](C)Br)OC[C@H](C)C(C)C.O=C1C=C(O)C(=O)C=C1O.O=C1C=C(O)C(=O)C=C1O.O=C1C=C(O)C(=O)C=C1O.O=C1C=C(O)C(=O)C=C1O.O=C1C=C(O)C(=O)C=C1O.O=C1C=C(O)C(=O)C=C1O.O=C1C=C(O)C(=O)C=C1O.O=C1C=C(O)C(=O)C=C1O
F_max   3.9 eV Å⁻¹
HOMO-LUMO gap   6.8765 eV

Here are the Mulliken charges for atoms 1 to 99, given in e: -0.9371, 0.7416, -0.5668, -0.2887, -0.7990, -0.1264, -1.4671, 0.2070, -1.0152, -1.2648, -0.5442, -0.5057, -0.0948, -0.4308, -0.6203, 0.8850, -1.3687, 1.3824, -1.2922, -0.0981, 0.3310, -1.7364, 0.9948, -1.2670, 0.5877, -1.2743, -1.9929, 0.2648, 0.3062, 0.3144, 0.4289, 0.2646, 0.2586, 0.3612, 0.3744, 0.4699, -0.1731, 0.6066, 0.4829, 0.5003, 0.6248, 0.4297, 0.4372, 0.2920, 0.1773, 0.3559, 0.2866, 0.7699, -0.5625, 0.3471, 0.4534, 0.0806, 0.1545, 0.2065, 0.3877, 0.8079, -0.0490, 0.3349, 0.3859, 0.2030, 0.5008, 0.3204, 0.3329, 0.5519, 0.4811, -0.6301, 0.7953, -0.6890, 0.4586, -0.5444, 1.0357, -0.6467, -0.9269, 0.2956, -0.5905, 0.4445, 0.3427, 0.4514, 0.1689, -0.3246, 0.7543, -1.2243, 0.2158, -0.5989, 1.0870, -0.6499, -0.9505, 0.4090, -0.2326, 0.4829, 0.3599, 0.5807, 0.2340, -0.7121, 1.0119, -1.3526, 0.4268, -0.6211, 1.3417